*a*
ORCA calculation (the ωB97M-V functional and the def2-TZVPD basis) on a cluster of 2 separate species, C4H15N2O in total.

Atoms and positions in Å:
N1 -0.05564 -1.12850 -2.93364
H1 -6.05835 -0.96248 4.33104
H2 -4.87388 -1.00250 3.52711
H3 2.80249 -0.41260 1.07300
H4 0.60719 1.39248 2.06798
C1 -0.02758 0.27329 -2.49565
H5 2.22945 1.22000 2.52923
H6 2.41679 0.36597 -1.06013
H7 1.89158 2.07766 1.06330
H8 0.03558 1.39943 -0.60135
H9 -0.88165 0.90722 -2.73110
C2 0.22895 0.38837 -0.97862
H10 -0.90241 -1.55506 -2.57893
C3 1.58564 1.20300 1.64164
C4 1.75979 -0.10582 0.92644
H11 -0.42472 -0.20268 -0.36284
H12 1.07629 -0.88677 1.23687
N2 1.60675 -0.02879 -0.58296
H13 0.06712 -1.10769 -3.93499
H14 1.70944 -1.01354 -0.86258
H15 0.90269 0.68183 -2.90074
O1 -5.69552 -1.50284 3.62692

## Properties
LUMO level ... -3.07 eV
Total charge ... +1

---

*b*
ORCA calculation (the ωB97M-V functional and the def2-TZVPD basis) on a cluster of 2 separate species, C4H15N2O in total.

Atoms and positions in Å:
H1 -1.04182 -1.57496 -0.01467
H2 -0.47065 1.90213 -1.06648
N1 1.61016 -0.54770 0.03535
H3 1.14589 -3.09554 0.07038
H4 -0.66335 0.31434 -1.55364
O1 -1.18902 3.39192 -1.99366
H5 1.02111 -0.77559 2.00741
H6 -0.63033 1.16777 1.24758
C1 0.79436 -1.24752 1.07271
H7 2.59516 -0.49050 0.27633
H8 -1.26548 -1.21074 1.70199
H9 1.52887 -1.13276 -0.80662
H10 1.99727 -2.94470 1.55853
C2 -1.03516 0.49815 0.48751
C3 1.03623 -2.75377 1.07814
H11 -2.14027 3.40535 -1.84370
H12 0.25455 -3.28601 1.62157
H13 0.67187 0.61407 -0.60001
N2 -0.31892 0.90490 -0.79114
C4 -0.70125 -0.94058 0.81690
H14 -2.10737 0.61014 0.30154
H15 -1.16939 3.19474 -2.93521

## Properties
LUMO level ... -2.97 eV
Total charge ... +1

---

Stability check: which of them is least stable? *a*.

---

*a*
ORCA calculation (the ωB97M-V functional and the def2-TZVPD basis) on a cluster of 2 separate species, C2H3BrFNO2 in total.

Atoms and positions in Å:
H1 -1.54872 0.44476 0.83797
C1 -0.81544 1.02914 0.46975
Br1 1.50508 1.03090 -1.12619
F1 -0.91798 -0.18721 -1.66776
H2 -0.11096 1.41011 1.13709
O1 2.10294 -1.64329 -0.02537
N1 0.96448 -1.77022 0.15273
C2 -0.14494 0.31170 -0.65581
H3 -1.30128 1.95198 0.28360
O2 0.26683 -2.57787 0.59400

## Properties
LUMO level (spin up / spin down) ... -0.78 / -0.24 eV
Total charge ... 0

---

*b*
ORCA calculation (the ωB97M-V functional and the def2-TZVPD basis) on an isolated molecule of C2H3BrFNO2.

Atoms and positions in Å:
O1 -1.63958 -1.76790 -1.47045
H1 0.21215 -0.15093 -0.98972
O2 -2.41537 -2.49708 0.38434
N1 -1.91716 -1.65120 -0.30024
F1 -1.76270 -0.53732 1.69830
Br1 -2.86794 0.93782 -0.13262
C1 -1.54199 -0.36568 0.37785
H2 0.56540 -0.86140 0.45842
C2 -0.11257 -0.00143 0.10004
H3 0.05408 1.01431 0.58951

## Properties
LUMO level ... -0.42 eV
Total charge ... 0

---

Stability check: which of them is least stable? *a*.

---

*a*
ORCA calculation (the ωB97M-V functional and the def2-TZVPD basis) on an isolated molecule of C7H13N3O2.

Atoms and positions in Å:
H1 -0.43407 2.27564 0.17136
C1 -1.11659 -0.52484 1.88047
H2 1.33060 -0.85588 2.66919
C2 0.82245 0.44957 -2.76886
H3 0.24944 0.02657 -3.53779
C3 1.76118 -0.07223 1.89344
N1 0.85327 0.17741 0.81563
C4 -1.18449 1.51486 0.46899
C5 -0.48851 0.29557 1.09139
H4 -1.73728 -0.09069 -1.58376
O1 2.67078 -0.02968 -0.60383
O2 -1.75535 -2.47545 -0.49081
H5 2.63860 -0.59338 1.59629
H6 0.69055 1.55391 -2.73244
C6 -0.72591 -0.62764 -1.11447
N2 -0.62743 -1.85743 -0.80994
H7 1.80118 0.06866 -2.90888
H8 2.00522 0.88497 2.31815
C7 1.44643 0.12303 -0.37990
H9 -1.73050 1.90909 1.30401
H10 -2.33733 -1.78216 -0.31098
H11 -1.82326 1.21487 -0.34104
H12 -2.10606 -0.31269 2.24480
N3 0.43735 0.10459 -1.36667
H13 -0.64026 -1.37667 2.49563

## Properties
LUMO level ... 0.67 eV
Total charge ... 0

---

*b*
ORCA calculation (the ωB97M-V functional and the def2-TZVPD basis) on an isolated molecule of C7H13N3O2.

Atoms and positions in Å:
H1 1.40534 -0.46866 -2.17701
H2 2.25921 0.92907 -1.62938
H3 1.73111 -1.89046 1.35866
C1 -0.29358 1.47048 0.08881
H4 2.33100 1.73209 0.70887
H5 2.15815 -2.42163 -0.34484
H6 -4.06144 0.95975 -0.77526
N1 -2.49292 0.14192 0.05969
C2 -3.94342 0.20570 -0.08833
H7 -4.52062 0.61586 0.75398
C3 1.57172 -0.24534 0.08677
H8 -4.19304 -0.87746 -0.23771
C4 2.05099 -0.16140 -1.40055
O1 -1.76032 -2.15145 0.03107
C5 1.52262 -1.74818 0.35294
N2 0.19810 0.27933 0.14915
H9 2.30846 0.46331 2.06127
N3 -1.75394 1.36516 0.00539
C6 2.53022 0.62465 0.92663
H10 2.92140 -0.68882 -1.42092
O2 0.21146 2.55210 0.11800
H11 3.46916 0.22683 0.75660
H12 -2.32253 2.09061 0.40220
H13 0.49798 -2.01781 0.13173
C7 -1.82512 -0.98568 0.08224

## Properties
LUMO level ... -0.11 eV
Total charge ... 0

---

Stability check: which of them is least stable? *a*.

---

*a*
ORCA calculation (the ωB97M-V functional and the def2-TZVPD basis) on a cluster of 2 separate species, CH6OS2 in total.

Atoms and positions in Å:
O1 2.58443 -2.61009 1.03927
H1 1.49589 -4.19566 0.53987
S1 -4.15364 5.77546 0.38383
H2 -2.82607 5.97145 0.57674
H3 -4.05318 3.76546 -1.44816
H4 2.35909 -3.53566 -0.85937
C1 2.43636 -3.74199 0.20851
S2 -4.23722 5.11470 -1.53214
H5 3.21729 -2.02096 0.68796
H6 3.17707 -4.52271 0.40351

## Properties
LUMO level ... 0.41 eV
Total charge ... 0

---

*b*
ORCA calculation (the ωB97M-V functional and the def2-TZVPD basis) on a cluster of 2 separate species, CH6OS2 in total.

Atoms and positions in Å:
H1 0.50242 -1.96498 1.80964
S1 -2.17964 -2.04602 1.88428
O1 0.27289 2.10518 -1.09915
H2 1.62266 0.82087 -1.93594
H3 1.46698 0.69826 -0.24483
H4 0.59450 2.61988 -0.36150
C1 0.92450 0.86097 -1.11698
S2 -0.61967 -2.25824 0.88182
H5 0.18543 0.05278 -1.24726
H6 -2.77006 -0.88870 1.42993

## Properties
LUMO level ... 0.51 eV
Total charge ... 0

---

Stability check: which of them is least stable? *b*.

---

*a*
ORCA calculation (the ωB97M-V functional and the def2-TZVPD basis) on a cluster of 2 separate species, CH3O3 in total.

Atoms and positions in Å:
H1 -0.43168 -1.49195 1.78533
H2 0.82709 1.32989 -2.16760
O1 -0.04693 0.95022 -2.20660
O2 1.10006 -0.32703 1.14339
H3 -0.14907 0.47662 -1.35833
O3 -1.00998 -0.17218 0.40094
C1 -0.08810 -0.64776 1.11893

## Properties
LUMO level ... 4.50 eV
Total charge ... -1

---

*b*
ORCA calculation (the ωB97M-V functional and the def2-TZVPD basis) on a cluster of 2 separate species, CH3O3 in total.

Atoms and positions in Å:
O1 0.07252 -1.17208 -0.54830
H1 0.20145 0.54994 2.29000
H2 -1.59348 -0.26740 -1.28617
C1 -0.42945 -0.22487 -1.22306
H3 0.75840 -0.18087 1.03405
O2 0.83662 0.63691 1.57852
O3 0.15394 0.65838 -1.84503

## Properties
LUMO level ... 4.42 eV
Total charge ... -1

---

Stability check: which of them is least stable? *b*.